[1]
Here is a single C5H10O molecule from the OMol25 dataset. Energies are from ωB97M-V with the def2-TZVPD basis set.

Last column: Mulliken charge in e.
Cartesian coordinates (Å):
1 C -0.38 -1.90 -1.57  -1.144
2 C -0.23 -0.58 -0.87  -0.011
3 C -0.70 -0.31 0.35  -0.436
4 O 1.13 -0.02 1.60  -0.558
5 C -0.04 0.72 1.23  0.205
6 C 0.34 2.07 0.63  -1.177
7 H -0.62 -2.69 -0.85  0.314
8 H 0.57 -2.16 -2.05  0.313
9 H -1.15 -1.90 -2.35  0.307
10 H 1.28 -0.52 0.77  0.489
11 H 0.35 0.19 -1.39  0.230
12 H -1.31 -1.04 0.87  0.267
13 H -0.62 0.90 2.15  0.310
14 H 0.95 1.95 -0.28  0.241
15 H 0.96 2.60 1.36  0.338
16 H -0.53 2.69 0.38  0.312

Calculated values
ΔE to the lowest compared entry with this formula, charge and spin: 119.6 kJ/mol
LUMO energy: 1.082 eV
HOMO-LUMO gap: 10.5 eV
SMILES: C/C=C/[C@H](C)O

=====

[2]
Here is a single C4O3 molecule from the OMol25 dataset. Energies are from ωB97M-V with the def2-TZVPD basis set.

Last column: Mulliken charge in e.
Cartesian coordinates (Å):
1 C 0.39 0.23 -0.05  0.260
2 C -0.38 1.41 0.43  -0.191
3 C 1.61 -0.24 0.00  0.545
4 C -0.93 -0.19 -0.29  0.240
5 O 2.71 -0.60 -0.06  -0.267
6 O -1.83 -1.64 0.15  -0.498
7 O -1.57 1.03 -0.18  -0.089

Calculated values
ΔE to the lowest compared entry with this formula, charge and spin: 747.2 kJ/mol
LUMO energy (alpha / beta): -2.015 / -2.015 eV
HOMO-LUMO gap (alpha / beta): 7.9 / 7.9 eV

=====

[3]
Here is a single C9H16N2 molecule from the OMol25 dataset. Energies are from ωB97M-V with the def2-TZVPD basis set.

Last column: Mulliken charge in e.
Cartesian coordinates (Å):
1 C -2.89 -0.63 0.94  -0.205
2 C -0.56 -1.58 -0.51  -1.411
3 C -0.58 -0.30 -0.12  0.504
4 C -2.74 0.75 -1.09  -1.242
5 C 2.55 -0.20 -0.85  -1.411
6 C 1.82 -1.24 1.43  -1.834
7 C 0.37 1.93 0.10  -1.207
8 C -2.11 0.32 0.26  0.738
9 C 1.85 -0.06 0.55  0.272
10 N -3.40 -1.54 1.41  -0.495
11 N 0.45 0.47 0.37  0.064
12 H 0.36 -1.81 -1.05  0.376
13 H -1.41 -2.02 -1.00  0.392
14 H -3.14 -0.04 -1.71  0.328
15 H -3.58 1.23 -0.78  0.481
16 H -2.05 1.41 -1.83  0.236
17 H 3.33 0.53 -0.93  0.335
18 H 3.00 -1.14 -0.81  0.452
19 H 1.94 -0.12 -1.76  0.350
20 H 2.72 -1.27 2.00  0.489
21 H 1.57 -2.14 0.94  0.404
22 H 1.10 -1.10 2.18  0.424
23 H -0.42 2.44 0.58  0.284
24 H 1.40 2.21 0.34  0.421
25 H 0.23 2.08 -0.91  0.420
26 H -2.16 1.12 1.08  0.245
27 H 2.35 0.69 1.16  0.588

Calculated values
ΔE to the lowest compared entry with this formula, charge and spin: 334.6 kJ/mol
LUMO energy: 0.728 eV
HOMO-LUMO gap: 8.8 eV
SMILES: C=C([C@@H](C)C#N)N(C)C(C)C

=====

[4]
Here is 2 unconnected molecules or ions with the total composition C4H8O2 from the OMol25 dataset. Energies are from ωB97M-V with the def2-TZVPD basis set.

Last column: Mulliken charge in e.
Cartesian coordinates (Å):
1 C -0.36 2.04 0.25  -1.267
2 C -0.27 0.62 -0.22  0.474
3 C -0.93 -0.46 0.51  -0.593
4 O 0.49 -0.26 0.61  -0.420
5 C 1.26 -1.97 -0.58  0.086
6 O 1.53 -1.52 -1.67  -0.467
7 H -1.25 2.50 -0.19  0.317
8 H -0.45 2.05 1.33  0.309
9 H 0.52 2.61 -0.05  0.291
10 H -0.08 0.44 -1.28  0.353
11 H -1.40 -0.32 1.47  0.265
12 H 0.26 -2.35 -0.33  0.156
13 H -1.31 -1.30 -0.07  0.298
14 H 2.00 -2.10 0.23  0.197

Calculated values
ΔE to the lowest compared entry with this formula, charge and spin: 288.8 kJ/mol
LUMO energy: 1.005 eV
HOMO-LUMO gap: 10.5 eV
SMILES: C[C@@H]1CO1.C=O